83
Properties=species:S:1:pos:R:3:forces:R:3 method="wB97M-V/def2-TZVPD" largest_force_ev_per_a=7.89 de_lowest_ev=5.886 charge=-1
Mo -0.68414 0.32924 -1.54457 -0.856 -2.191 -2.808
C 2.29064 -0.27800 0.16091 1.590 1.748 1.676
N 0.97380 0.33987 -0.04430 0.822 -0.145 0.750
C 0.68611 1.12682 0.90907 -1.202 1.225 0.757
C -0.54488 1.83518 0.89478 0.470 0.699 1.401
C -1.01946 2.71328 1.86018 0.082 0.194 0.113
C -2.26369 3.15050 1.39867 -0.008 0.151 -0.024
C -2.47162 2.51476 0.18496 0.026 -0.009 -0.015
N -1.42601 1.71311 -0.13057 0.031 0.669 0.401
C 2.36208 -1.32486 1.22301 -0.067 0.259 -0.255
C 3.45888 -1.37021 2.08968 -0.055 -0.163 0.101
C 3.55049 -2.35114 3.06885 0.021 -0.019 -0.119
C 2.55137 -3.30697 3.19381 -0.021 -0.123 0.125
C 1.46286 -3.28067 2.33182 0.108 0.137 -0.080
C 1.37092 -2.30043 1.35083 0.122 -0.201 0.103
H 3.05241 0.49097 0.35865 -0.373 0.233 0.475
H 2.52984 -0.72795 -0.89317 1.081 1.944 4.774
H 1.34040 1.30498 1.76688 0.052 -0.205 -0.109
H -0.52996 2.99752 2.77992 0.034 -0.091 -0.013
H -2.93509 3.84131 1.88550 -0.040 -0.056 -0.035
H -3.33314 2.61624 -0.44828 -0.104 -0.102 0.238
H 4.25449 -0.63731 2.00035 -0.090 0.068 -0.031
H 4.40703 -2.37398 3.73385 -0.021 0.021 -0.013
H 2.62358 -4.07485 3.95603 -0.003 0.037 0.001
H 0.68239 -4.02894 2.41900 0.006 0.026 -0.003
H 0.52178 -2.29259 0.68227 0.031 0.051 0.054
O 2.42085 -1.48287 -4.05373 -0.579 0.346 -0.252
S 2.15107 -0.70751 -2.86616 1.496 -0.728 -1.742
O 2.18438 -1.51203 -1.63364 -2.752 -3.677 -6.417
N 0.90813 0.29583 -2.95446 0.864 -0.051 1.406
C 0.64022 1.12999 -4.01316 0.839 -0.027 -1.111
C 1.47487 1.29509 -5.11073 0.090 -0.029 0.015
C 1.16112 2.16692 -6.16322 -0.376 0.089 0.208
C -0.00399 2.88651 -6.13737 0.490 -0.094 -0.358
C -0.88764 2.74249 -5.05156 0.114 0.005 -0.153
C -2.09705 3.45840 -5.00446 -0.483 0.100 0.312
C -2.94411 3.29399 -3.94368 0.272 0.078 -0.398
C -2.56502 2.40896 -2.93173 0.123 -0.460 0.377
N -1.43908 1.72576 -2.93431 0.321 0.965 -0.474
C -0.57905 1.86794 -3.98114 -0.054 0.433 -0.723
C 3.64675 0.28306 -2.67282 -0.511 0.496 -0.129
C 4.84999 -0.23523 -3.12767 0.045 -0.102 0.023
C 6.00925 0.51637 -2.99407 -0.086 0.016 0.071
C 5.95596 1.77800 -2.41381 0.000 -0.007 0.000
C 4.74580 2.28937 -1.96358 0.005 -0.021 0.009
C 3.58362 1.54062 -2.09018 0.102 0.062 -0.103
H 2.39888 0.73568 -5.18163 -0.103 -0.060 0.130
H 1.84508 2.25854 -6.99763 0.000 0.001 0.029
H -0.23957 3.55369 -6.95783 -0.156 0.035 0.095
H -2.36476 4.13561 -5.80726 0.137 -0.039 -0.057
H -3.88247 3.82660 -3.88469 -0.011 -0.057 0.082
H -3.19433 2.23598 -2.07852 -0.134 -0.114 -0.196
H 4.87522 -1.22166 -3.57284 -0.049 0.057 -0.034
H 6.95222 0.11322 -3.34201 -0.015 0.020 0.007
H 6.86173 2.36340 -2.31043 -0.021 -0.005 -0.010
H 4.70282 3.27261 -1.51140 0.011 -0.022 -0.007
H 2.63649 1.93208 -1.73755 -0.008 -0.039 -0.039
O -1.34976 -0.76682 -2.66638 -0.131 -0.116 1.271
S -4.68248 -0.60036 0.64063 -0.456 0.027 0.925
P -3.05698 -1.28196 1.55800 -0.689 0.914 -1.249
S -1.67639 -1.30599 0.10304 -0.221 -1.995 1.217
C -3.34211 -2.91469 2.32734 0.337 -0.189 -0.042
C -4.36532 -3.05812 3.26301 -0.047 0.101 0.044
C -4.59087 -4.27960 3.87922 0.051 0.052 -0.077
C -3.79371 -5.37431 3.56385 0.008 -0.040 -0.019
C -2.77637 -5.24171 2.63048 -0.074 0.039 0.023
C -2.55205 -4.01524 2.01479 0.083 -0.030 -0.045
C -2.52096 -0.29023 2.99696 0.011 0.008 0.152
C -1.36798 -0.66080 3.69224 0.008 -0.066 -0.079
C -0.94700 0.06298 4.79670 0.016 -0.003 -0.074
C -1.67444 1.17158 5.21708 -0.050 0.061 -0.017
C -2.81654 1.55026 4.52727 0.078 -0.118 0.032
C -3.23703 0.82064 3.42056 -0.161 0.036 0.031
H -4.99308 -2.20597 3.50109 0.022 -0.013 -0.039
H -5.39341 -4.37804 4.60053 0.021 -0.001 -0.007
H -3.97226 -6.33150 4.04004 0.005 0.021 0.001
H -2.15725 -6.09275 2.37182 -0.012 0.016 0.018
H -1.76058 -3.91896 1.27911 -0.056 0.104 -0.004
H -0.79309 -1.51889 3.35667 0.014 0.033 0.009
H -0.04795 -0.23383 5.32407 -0.014 -0.002 -0.015
H -1.34432 1.74394 6.07668 -0.004 -0.021 -0.003
H -3.38183 2.42000 4.84194 0.017 -0.014 -0.001
H -4.12470 1.12709 2.87839 0.041 -0.127 -0.075

15
Properties=species:S:1:pos:R:3:forces:R:3 method="wB97M-V/def2-TZVPD" largest_force_ev_per_a=3.19 de_lowest_ev=2.416 charge=0 smiles="CN[C@@H](C)C=O"
C -0.69165 1.91986 0.36317 0.556 -2.124 -1.411
N -0.86351 0.54103 -0.24435 -0.638 1.406 -0.631
C 0.49291 -1.32593 -1.20072 -1.078 0.153 0.264
C -0.11313 -0.67664 0.02464 -0.345 1.224 2.921
C 0.98322 -0.57416 1.14880 0.908 -0.072 -2.181
O 1.54202 -1.60606 1.42166 -0.071 0.243 0.886
H -1.34415 2.62101 -0.14304 -0.442 -0.161 -0.022
H -0.86192 1.95815 1.43967 0.342 0.137 0.061
H 0.30059 2.20717 0.00023 0.078 0.291 0.888
H -1.81688 0.23267 -0.37467 -0.047 0.779 0.143
H 1.29490 -0.69926 -1.57550 0.056 -0.065 -0.316
H 0.82776 -2.30573 -0.92092 0.482 -0.456 -0.015
H -0.33278 -1.44367 -1.91199 0.445 0.159 -0.214
H -0.89694 -1.26424 0.54089 0.751 -0.833 -0.475
H 1.47956 0.41581 1.43214 -0.998 -0.682 0.102

8
Properties=species:S:1:pos:R:3:forces:R:3 method="wB97M-V/def2-TZVPD" largest_force_ev_per_a=2.05 de_lowest_ev=2.176 charge=0 smiles="S=CC(=S)C=S"
C 0.16734 1.29250 0.15606 0.106 1.996 0.448
C 0.84035 0.01167 0.03656 -1.663 -0.309 -0.135
C 0.07240 -1.24417 0.00763 -1.469 -1.127 0.428
H 0.81951 2.15556 0.44224 -0.219 -0.974 -0.205
H 0.72354 -2.10439 0.09317 0.241 -0.090 -0.214
S -1.38505 1.63797 -0.06644 -0.039 0.189 -0.185
S 2.41871 -0.08890 -0.05186 1.726 0.073 -0.086
S -1.53513 -1.57476 0.00975 1.317 0.242 -0.051

15
Properties=species:S:1:pos:R:3:forces:R:3 method="wB97M-V/def2-TZVPD" largest_force_ev_per_a=4.57 de_lowest_ev=3.618 charge=0 smiles=Cc1nncnc1NO
C -0.41381 -0.93924 -1.59182 0.553 -0.954 1.482
C 0.50206 -0.08175 -0.58711 -1.865 -3.277 -2.344
C 2.07615 0.89723 1.17803 1.322 -0.509 1.696
C 0.04429 0.05697 0.72165 -0.225 1.952 1.140
H -1.04171 -0.29254 -2.13478 -0.849 0.938 -0.616
H -1.12711 -1.71633 -1.09576 1.526 1.501 -0.415
H 0.17721 -1.48641 -2.34389 0.182 0.321 0.568
H 2.87208 1.24397 1.94085 -1.529 -0.380 -1.382
H -1.35635 0.64529 1.82450 -0.674 1.775 2.304
H -3.18660 -0.25133 0.19627 3.906 2.377 0.112
N 1.71857 0.21715 -0.99356 -0.278 0.774 1.743
N 2.49144 0.81527 -0.06350 0.470 -0.004 -0.989
N 0.90391 0.48427 1.68025 -1.427 -0.133 -1.485
N -1.35227 -0.01081 1.12421 1.340 -2.062 -2.115
O -2.30787 0.41826 0.14464 -2.452 -2.320 0.302

18
Properties=species:S:1:pos:R:3:forces:R:3 method="wB97M-V/def2-TZVPD" largest_force_ev_per_a=1.49 de_lowest_ev=1.633 charge=0
C -0.60982 1.48750 -1.67451 0.004 0.025 0.158
C -1.05315 -1.97899 0.43246 0.095 -0.432 -0.034
C -0.04827 -0.97932 0.90664 -0.532 1.144 0.784
O -0.71793 2.89738 -1.72013 -0.135 0.474 0.385
N -0.31214 -0.02003 1.72401 0.483 -0.769 -0.738
H -1.02298 3.18116 -0.84068 0.188 -0.061 -0.604
H -1.29126 -0.07422 2.02429 0.483 -0.071 -0.142
H -1.60646 1.04019 -1.69349 0.033 -0.253 -0.027
H -0.03406 1.13902 -2.53471 -0.113 0.158 0.050
H -1.48897 -1.62737 -0.50690 0.053 -0.134 0.040
H -1.84798 -2.09859 1.17339 0.118 0.077 -0.163
H -0.57613 -2.94911 0.27097 -0.112 0.118 -0.114
C 2.17716 -0.19503 0.66447 0.241 0.102 0.034
O 1.15924 -1.14426 0.32256 -0.208 0.109 0.379
H -0.09334 1.20375 -0.75996 0.012 -0.342 0.015
H 1.97606 0.76136 0.17363 -0.058 -0.048 0.238
H 3.13081 -0.57746 0.29021 -0.332 -0.152 -0.061
H 2.25920 -0.06599 1.74774 -0.220 0.055 -0.201

30
Properties=species:S:1:pos:R:3:forces:R:3 method="wB97M-V/def2-TZVPD" largest_force_ev_per_a=3.42 de_lowest_ev=0.439 charge=0 smiles="NC(=O)[C@@H](N)CS.O.O.O.O.O"
N -1.63991 0.22686 0.73373 -1.619 -0.736 0.501
C -0.22059 0.06572 0.80022 1.890 0.593 -0.167
C 0.28479 -1.26515 1.36749 -0.667 -0.780 -1.274
S -0.18163 -1.21729 3.10608 0.024 -0.131 0.195
C 0.48600 0.31717 -0.56066 -0.601 -3.266 -0.813
N -0.28920 0.73465 -1.61731 -0.872 1.496 -0.123
O 1.54372 -0.24567 -0.76800 0.448 1.043 0.381
H -2.10939 -0.66749 0.48266 0.765 0.475 -0.607
H -2.06550 0.30295 1.65815 0.537 0.549 0.097
H 0.31696 0.81562 1.42209 -0.941 0.121 0.123
H 1.32842 -1.42606 1.16062 0.537 0.489 0.490
H -0.15303 -2.06669 0.73217 -0.391 0.263 0.849
H -0.18712 -2.51566 3.40141 0.059 -0.209 -0.060
H -1.18438 1.15231 -1.36683 0.267 -0.056 0.392
H 0.17223 1.34047 -2.28990 0.337 -0.529 0.026
H -2.24898 -2.67430 -1.44558 0.263 -0.179 0.375
H -1.96337 -3.46198 -0.06509 -0.008 0.135 -0.600
O -2.57122 -2.88956 -0.54936 -0.258 0.165 0.404
H -1.50336 -0.79999 -2.83860 0.244 -0.018 0.222
H -2.19577 -1.79103 -3.78516 -0.046 -0.066 -0.050
O -1.78697 -1.71929 -2.91930 -0.049 0.023 -0.208
H 3.80244 1.76268 -1.55854 -0.150 -0.055 0.129
H 3.99844 0.25218 -1.33159 -0.276 0.127 -0.042
O 3.91110 0.92502 -2.01534 0.432 0.017 -0.250
H -1.65600 2.87653 0.92661 -0.122 -0.138 -0.026
H -0.24071 2.60677 0.40631 -0.139 0.012 -0.030
O -0.99164 3.20623 0.31835 0.119 0.351 -0.025
H 2.21018 2.42859 0.60665 0.061 0.670 0.323
H 1.37903 3.55193 -0.23660 0.521 -0.115 0.682
O 1.72537 2.64970 -0.18760 -0.366 -0.252 -0.914

Number 1: calculated total energy -96716.4061 eV. Number 2: calculated total energy -7829.9041 eV. Number 3: calculated total energy -35646.4797 eV. Number 4: calculated total energy -12249.3602 eV. Number 5: calculated total energy -9910.6091 eV. Number 6: calculated total energy -29503.6411 eV.